Record 1
{
  "formula": "C37H22Br4N6O3STa",
  "method": "ωB97M-V/def2-TZVPD",
  "lumo_ha": -0.148,
  "homo_energy_ha": -0.395,
  "charge": 1,
  "multiplicity": 1,
  "e_tot_ev": -346364.666,
  "gap_ev": 6.74,
  "elements": ["C", "H", "H", "O", "C", "Ta", "Br", "N", "H", "H", "C", "H", "H", "C", "C", "H", "S", "Br", "C", "C", "C", "C", "H", "C", "C", "C", "H", "C", "N", "C", "Br", "N", "H", "H", "Br", "N", "C", "H", "C", "C", "H", "C", "C", "N", "H", "H", "C", "C", "H", "C", "O", "H", "H", "H", "C", "C", "H", "C", "O", "H", "C", "C", "C", "H", "C", "C", "C", "C", "N", "C", "C", "C", "C", "C"],
  "xyz": [[1.725, 2.154, 2.330], [-1.879, -5.443, 0.807], [-2.135, -4.550, -3.215], [0.610, 0.395, 0.140], [1.159, 0.378, 3.888], [-1.096, 0.255, -1.094], [1.006, 4.287, -6.415], [-1.753, 0.011, 2.304], [-2.043, 0.276, -3.827], [-1.967, -1.960, 4.397], [-1.883, -4.700, 1.591], [-2.473, -3.624, -5.514], [4.838, 0.004, -2.075], [-1.879, -2.638, -2.323], [-2.286, -1.584, -4.829], [2.482, 0.109, -1.315], [1.307, -0.358, 1.283], [2.991, 1.654, -6.603], [-0.157, 1.976, -3.203], [-1.980, -5.046, 2.932], [5.602, -0.510, -0.134], [-2.004, -4.075, 3.934], [-2.048, -6.089, 3.212], [1.416, 0.826, 2.602], [4.600, -0.190, -1.037], [0.682, 0.858, -3.278], [-2.470, -1.117, -5.785], [1.759, 3.054, 3.377], [-1.583, -1.279, 0.260], [-1.711, -1.078, 1.629], [2.665, -0.804, -4.352], [-4.393, 0.783, -1.299], [6.630, -0.564, -0.468], [-2.149, 4.335, 3.350], [-1.266, 4.439, -3.964], [-1.777, -3.258, -1.104], [-2.011, 3.600, 2.569], [-1.998, 5.009, 0.925], [1.223, 1.287, 4.936], [1.614, 0.748, -4.298], [1.994, 4.093, 3.190], [3.278, -0.119, -0.619], [-1.741, 3.006, 0.281], [-1.624, 1.691, 0.564], [1.931, 2.469, 1.313], [1.558, 3.325, 5.495], [2.996, -0.366, 0.713], [1.514, 2.618, 4.678], [1.039, 0.957, 5.950], [-2.105, -3.490, -3.415], [0.451, -0.026, -2.321], [3.736, -0.891, 2.670], [-2.039, 1.890, 3.879], [-1.688, 3.273, -0.764], [-1.796, -3.351, 1.298], [-1.944, 2.260, 2.871], [0.904, -0.659, 4.064], [-3.253, 0.612, -1.257], [-1.061, 1.870, -2.223], [-2.095, -4.388, 4.965], [5.295, -0.768, 1.198], [-1.767, 1.312, 1.855], [0.870, 2.898, -5.154], [6.079, -1.021, 1.898], [3.982, -0.701, 1.632], [-2.039, -0.802, -3.735], [-1.812, -2.385, 2.294], [1.712, 1.782, -5.231], [-1.803, -1.302, -2.495], [-1.920, 3.978, 1.236], [-1.926, -2.722, 3.631], [-0.086, 2.996, -4.139], [-1.712, -2.641, 0.015], [-2.300, -2.970, -4.669]],
  "atomic_forces_ev_per_a": [[-0.004, -0.041, -0.127], [0.000, -0.002, -0.001], [0.005, -0.007, 0.019], [-0.358, 0.120, -0.040], [-0.039, -0.006, -0.049], [0.507, -0.171, 0.059], [0.001, -0.046, 0.028], [0.063, -0.399, -0.017], [0.031, -0.014, 0.009], [0.012, 0.001, 0.006], [-0.006, 0.072, -0.058], [-0.016, 0.007, -0.002], [-0.010, -0.011, 0.029], [0.061, 0.039, -0.134], [-0.020, -0.016, 0.005], [0.091, -0.024, 0.059], [0.316, 0.167, 0.130], [-0.024, -0.012, 0.031], [0.269, -0.099, -0.544], [-0.001, -0.051, 0.002], [-0.001, -0.004, 0.010], [-0.012, -0.002, 0.051], [-0.001, 0.001, -0.011], [-0.046, -0.039, -0.004], [0.060, 0.017, 0.000], [-0.015, 0.594, -0.474], [0.006, 0.004, -0.002], [0.031, -0.037, 0.066], [-0.071, 0.111, -0.097], [-0.015, 0.351, 0.485], [0.020, -0.056, -0.003], [0.057, -0.018, -0.007], [-0.001, 0.002, 0.004], [-0.007, 0.006, -0.004], [-0.050, 0.003, 0.040], [0.033, -0.042, 0.344], [-0.002, -0.081, -0.031], [0.001, 0.003, 0.000], [0.000, -0.014, 0.015], [-0.047, 0.057, 0.104], [-0.002, 0.007, -0.014], [-0.149, 0.005, -0.061], [0.025, 0.094, -0.157], [-0.230, 0.159, 0.342], [-0.017, 0.005, 0.010], [-0.008, -0.003, -0.004], [0.029, -0.100, 0.139], [0.020, 0.036, -0.013], [-0.008, 0.002, -0.016], [-0.009, 0.158, 0.003], [-0.249, -0.481, 0.162], [0.016, -0.003, -0.008], [0.014, -0.040, 0.037], [0.011, -0.016, 0.007], [0.051, 0.140, 0.302], [-0.002, 0.021, -0.209], [-0.037, -0.031, 0.017], [-0.212, 0.070, -0.032], [-0.201, 0.206, 0.243], [0.007, 0.011, 0.001], [-0.002, 0.000, -0.005], [0.071, 0.131, 0.086], [-0.048, 0.091, 0.008], [-0.002, 0.003, -0.002], [0.061, 0.004, 0.002], [-0.001, 0.091, -0.002], [0.030, -0.262, -0.145], [0.057, 0.012, -0.076], [-0.171, -0.223, -0.211], [-0.014, 0.012, -0.001], [-0.015, 0.061, -0.075], [0.186, -0.122, 0.111], [-0.050, -0.417, -0.392], [0.035, 0.018, 0.061]]
}


Record 2
{
  "formula": "C37H22BrF3MgN7O3S",
  "method": "ωB97M-V/def2-TZVPD",
  "lumo_ha": 0.051,
  "homo_energy_ha": -0.196,
  "charge": -1,
  "multiplicity": 1,
  "e_tot_ev": -149782.670,
  "gap_ev": 6.71,
  "elements": ["C", "N", "C", "O", "C", "H", "H", "H", "H", "H", "N", "C", "H", "H", "H", "Mg", "C", "C", "C", "C", "C", "C", "O", "F", "N", "C", "N", "C", "H", "C", "C", "H", "C", "C", "C", "H", "F", "H", "C", "O", "C", "C", "C", "H", "C", "N", "C", "H", "C", "C", "C", "H", "H", "C", "H", "C", "N", "C", "C", "S", "N", "C", "F", "C", "Br", "H", "H", "C", "C", "C", "H", "C", "H", "H", "C"],
  "xyz": [[0.606, -0.400, -1.113], [-2.470, 2.292, -2.091], [-5.667, 0.679, 2.775], [-0.111, 0.590, -1.465], [4.641, -7.221, 1.560], [-2.031, 4.928, -4.120], [-0.111, 5.320, -3.530], [7.078, -7.271, -0.799], [3.123, -2.470, -2.105], [-4.079, 3.992, -5.155], [-0.626, -0.476, 0.912], [1.286, 2.022, 3.612], [-5.975, -1.782, 1.787], [4.324, -7.766, 2.438], [5.767, -5.302, -1.584], [-1.395, 1.511, -0.206], [2.364, 2.692, 3.052], [1.592, 4.699, -0.728], [0.358, -1.042, 0.171], [-2.482, 4.030, -3.728], [0.117, 4.866, -2.577], [-4.477, -1.858, 0.246], [1.785, 6.800, -3.668], [-6.321, 1.794, 2.417], [0.022, 2.360, 1.616], [0.764, 3.719, -0.208], [2.751, -3.853, 0.167], [-4.181, 2.360, -3.758], [-5.074, 1.911, -4.169], [5.466, -5.850, -0.701], [-1.922, 3.387, -2.629], [3.049, 3.780, 1.333], [0.141, 1.880, 2.852], [2.341, -2.062, -1.478], [-3.485, -1.116, -0.355], [1.845, -0.480, -2.852], [-4.875, 0.991, 3.816], [3.292, 2.799, 3.599], [1.270, 5.289, -1.939], [3.143, 6.710, -1.857], [0.679, -2.766, 1.806], [-3.626, 3.506, -4.300], [-5.194, -1.242, 1.269], [3.036, -5.798, 1.643], [2.084, -2.706, -0.274], [-0.356, 3.325, -0.820], [2.235, 3.236, 1.789], [1.332, 1.609, 4.610], [2.166, 6.387, -2.557], [1.031, 3.071, 1.109], [-0.344, -2.212, 2.521], [1.198, -3.648, 2.156], [-1.797, -0.599, 2.583], [6.196, -6.946, -0.265], [-2.871, -1.540, -1.144], [5.773, -7.622, 0.865], [-3.201, 0.141, -0.024], [3.923, -6.123, 1.118], [1.062, -2.189, 0.572], [-3.354, 2.370, 1.322], [3.662, -4.296, -0.564], [-3.879, 0.770, 0.968], [-6.607, -0.170, 3.264], [4.335, -5.428, -0.015], [6.751, -9.130, 1.474], [-0.731, 1.367, 3.239], [-4.677, -2.875, -0.059], [-0.672, 3.891, -1.988], [-3.571, 1.798, -2.652], [-0.977, -1.055, 2.034], [2.483, 5.050, -0.227], [1.634, -0.950, -1.901], [-3.985, 0.917, -2.180], [-0.671, -2.645, 3.457], [-4.906, 0.053, 1.638]],
  "atomic_forces_ev_per_a": [[-0.071, 0.031, 0.039], [0.044, 0.160, -0.136], [0.053, 0.013, -0.073], [0.138, -0.104, 0.043], [-0.004, 0.020, -0.010], [-0.007, 0.002, -0.013], [0.005, 0.010, -0.007], [0.002, -0.004, 0.003], [0.000, 0.010, -0.009], [0.002, -0.005, -0.002], [0.089, -0.113, 0.010], [0.004, 0.005, 0.026], [-0.005, 0.002, 0.002], [0.001, -0.005, 0.003], [-0.005, -0.001, 0.002], [-0.234, -0.004, 0.127], [0.023, 0.002, 0.009], [0.018, 0.043, -0.022], [-0.102, 0.138, -0.037], [-0.036, -0.007, -0.025], [0.022, 0.025, -0.026], [-0.066, 0.035, 0.063], [-0.033, -0.053, 0.059], [0.017, -0.036, 0.029], [0.189, 0.011, -0.092], [-0.057, -0.149, 0.128], [-0.064, 0.341, -0.003], [-0.024, -0.005, -0.009], [-0.001, 0.004, 0.002], [0.083, -0.032, -0.039], [0.137, -0.007, 0.110], [0.007, -0.004, 0.013], [-0.092, -0.024, -0.070], [0.023, 0.043, -0.114], [0.092, 0.094, -0.103], [0.021, -0.015, -0.005], [-0.038, -0.007, -0.015], [-0.003, 0.004, 0.001], [-0.049, -0.068, 0.039], [-0.061, -0.060, 0.002], [0.059, -0.011, -0.057], [0.006, 0.023, -0.012], [-0.002, -0.073, -0.020], [0.022, -0.006, -0.009], [0.130, -0.371, -0.003], [0.151, 0.233, -0.155], [-0.004, 0.017, 0.029], [0.001, 0.003, 0.001], [0.146, 0.172, -0.092], [-0.087, 0.085, -0.117], [-0.042, 0.021, 0.035], [-0.007, 0.006, -0.007], [0.007, -0.001, 0.007], [-0.029, 0.032, 0.003], [0.016, 0.005, 0.006], [-0.033, 0.032, -0.003], [-0.107, -0.112, 0.055], [-0.035, -0.065, 0.112], [-0.061, -0.069, 0.153], [-0.042, -0.292, 0.046], [0.100, -0.009, 0.146], [0.083, 0.120, -0.022], [0.010, 0.025, -0.006], [-0.167, 0.097, -0.213], [0.018, -0.024, 0.011], [0.020, -0.016, -0.010], [-0.003, -0.003, 0.009], [-0.130, -0.122, 0.019], [0.004, -0.036, 0.115], [-0.032, 0.030, 0.009], [0.008, 0.005, -0.008], [0.033, -0.044, 0.011], [0.012, 0.003, -0.001], [-0.002, 0.001, -0.002], [-0.064, 0.058, 0.069]]
}